Entry 1:
This record from the OMol25 dataset describes C4H6Br3NO2 as an isolated structure at a distorted geometry. The level of theory is wB97M-V/def2-TZVPD.

Summary:
energy relative to the best compared isomer or geometry (same formula, charge and spin): 22.7 kcal/mol
total energy: -8083.113205 a.u.
HOMO: -10.0 eV
lowest unoccupied orbital energy: -0.8 eV

Geometry as ORCA input:
```
! RIJCOSX wB97M-V def2-TZVPD def2/J DEFGRID3
* xyz 0 1
Br -0.96 3.00 1.08
Br 0.81 0.46 2.30
Br 1.55 2.30 -0.59
O -0.86 1.21 -2.39
O -2.40 1.83 -0.95
N -1.23 1.67 -1.31
C -0.20 0.05 0.76
C 0.40 -0.89 -0.22
C 0.79 -2.26 0.43
C -0.26 1.85 -0.16
H 1.26 -0.37 -0.81
H -0.04 -2.76 0.92
H 1.68 -2.14 1.19
H -0.44 -0.93 -1.01
H 1.11 -3.04 -0.21
H -1.21 0.05 0.98
*
```

***

Entry 2:
This record from the OMol25 dataset describes a 15-piece molecular cluster, C41H64Cl28NO2S overall at a distorted geometry. The level of theory is wB97M-V/def2-TZVPD.

Summary:
total energy: -15089.538857 a.u.
HOMO: -4.0 eV
lowest unoccupied orbital energy: 1.6 eV

Geometry as ORCA input:
```
! RIJCOSX wB97M-V def2-TZVPD def2/J DEFGRID3
* xyz -1 1
Cl 6.22 -5.48 -2.74
Cl -3.80 -7.43 4.71
Cl 4.89 -2.16 -1.55
Cl 1.51 4.86 4.75
Cl -4.19 -1.98 -2.67
Cl 9.39 -1.10 -2.45
Cl 9.29 -3.54 -0.11
Cl 2.05 8.12 3.91
Cl -1.11 -4.44 -10.68
Cl -1.76 11.38 0.26
Cl -1.63 5.67 3.49
Cl -1.89 6.53 0.22
Cl 3.64 -3.75 -4.16
Cl -3.77 -0.62 -5.84
Cl -1.97 1.44 4.46
Cl 0.92 0.04 -1.44
Cl 4.97 0.29 -3.90
Cl 0.60 -1.31 -7.05
Cl -3.82 -4.12 -8.60
Cl -4.17 9.43 -1.13
Cl 0.33 1.80 -4.30
Cl -1.50 -1.42 9.88
Cl -1.31 -5.70 3.15
Cl -1.55 3.36 7.21
Cl -4.61 -4.76 -1.09
Cl -4.11 -3.03 1.79
Cl 0.87 0.27 8.12
Cl -0.69 -0.78 -10.17
S -1.45 0.46 0.03
O 3.55 0.18 2.06
O 3.39 0.93 4.16
N -2.24 2.81 1.56
C 6.26 -1.74 -2.60
C -1.24 0.92 6.00
C -3.93 -0.45 0.86
C -5.12 -0.29 1.58
C -3.88 -5.39 0.42
C -3.72 -5.08 -10.10
C 2.96 0.78 2.99
C -1.62 10.40 -1.22
C -3.02 0.59 0.88
C -1.58 -1.26 -8.70
C -2.04 -7.60 4.97
C -1.01 -0.65 -7.45
C 1.06 2.47 3.23
C -2.22 7.22 2.84
C -5.33 0.88 2.29
C 2.47 7.32 5.45
C 10.67 -3.13 -1.15
C -1.31 -6.28 4.83
C 0.86 0.73 1.62
C -3.23 1.77 1.58
C -0.93 2.33 1.93
C -1.91 1.61 7.17
C -0.39 1.23 1.29
C -0.20 2.96 2.92
C 1.89 1.13 -3.75
C 1.60 1.36 2.61
C -2.92 10.35 -1.99
C 0.96 -0.22 9.82
C -5.36 -1.92 -4.01
C -4.74 -2.05 -5.38
C -2.35 -5.67 -10.31
C -4.40 1.91 2.29
C 0.28 -1.54 10.07
C -2.96 7.04 1.55
C 4.34 -5.28 -4.72
C 1.72 -0.17 -3.01
C 10.74 -1.65 -1.43
C 2.87 5.88 5.26
C -4.52 -4.76 1.63
C 6.33 -0.26 -2.88
C 4.80 -6.16 -3.58
H -2.02 -6.23 -9.43
H 7.24 -0.02 -3.42
H 3.29 7.88 5.88
H 5.16 -5.05 -5.40
H 4.01 -6.30 -2.85
H 2.38 1.88 -3.13
H -4.16 -5.26 2.53
H -2.17 3.19 0.62
H -5.60 -4.85 1.60
H -1.36 7.88 2.72
H -3.42 7.98 1.24
H 6.16 -2.32 -3.52
H -1.76 -5.51 5.45
H -4.58 2.81 2.88
H 0.53 0.57 10.42
H 10.57 -3.70 -2.08
H 1.61 7.40 6.11
H -5.53 -2.14 -6.12
H -3.75 6.29 1.64
H -1.30 9.40 -0.94
H -4.05 -6.46 0.44
H 0.64 -2.31 9.39
H -1.54 1.19 8.10
H -1.91 -7.98 5.98
H -1.38 -0.15 6.08
H -2.88 7.66 3.59
H -3.31 11.35 -2.19
H -0.92 0.43 -7.53
H -2.61 -0.93 -8.84
H -4.10 -2.93 -5.45
H 0.46 -1.87 11.09
H -0.63 3.84 3.41
H -0.18 1.13 5.94
H 2.50 0.98 -4.64
H 5.09 -7.13 -3.97
H -4.00 -4.44 -10.93
H -1.66 -8.34 4.27
H 1.69 2.92 4.02
H 1.13 -0.88 -3.60
H 11.67 -1.42 -1.96
H 2.69 -0.61 -2.81
H -0.27 -6.40 5.13
H 1.25 -0.14 1.09
H -2.76 9.86 -2.95
H -2.37 -6.36 -11.15
H 3.24 5.48 6.20
H 7.16 -2.07 -2.09
H 11.57 -3.45 -0.64
H -6.05 -2.75 -3.85
H -3.70 -1.34 0.30
H -2.81 -5.21 0.38
H -6.23 1.02 2.88
H -2.99 1.49 7.14
H 2.02 -0.31 10.07
H 10.73 -1.07 -0.51
H -1.56 -2.35 -8.66
H -5.83 -1.10 1.55
H -5.92 -0.99 -3.92
H -4.45 -5.88 -10.02
H 3.56 -5.79 -5.29
H 6.31 0.32 -1.96
H -0.85 10.86 -1.84
H 3.66 5.78 4.51
H -1.69 -0.88 -6.62
*
```

***

Entry 3:
This record from the OMol25 dataset describes an isolated molecule of C14H21NO2S at a distorted geometry. The level of theory is wB97M-V/def2-TZVPD.

Summary:
energy relative to the best compared isomer or geometry (same formula, charge and spin): 10.3 kcal/mol
total energy: -1149.493297 a.u.
SMILES: CSc1ccccc1C(=O)NCCCOC(C)C
HOMO: -7.9 eV
lowest unoccupied orbital energy: 0.7 eV

Geometry as ORCA input:
```
! RIJCOSX wB97M-V def2-TZVPD def2/J DEFGRID3
* xyz 0 1
S -2.15 -1.23 -1.65
O 3.70 0.07 0.29
O -0.25 -0.09 -0.69
N -0.02 1.89 0.34
C 1.42 1.80 0.37
C 3.42 0.76 1.48
C -2.24 0.99 -0.07
C -3.52 -2.13 -2.48
C -5.02 1.09 0.00
C 3.68 -1.35 0.34
C 2.30 -1.96 0.62
C -2.90 1.98 0.65
C 4.20 -1.81 -1.03
C -4.28 2.03 0.69
C -0.77 0.88 -0.15
C 1.94 1.14 1.65
C -2.99 0.02 -0.77
C -4.39 0.09 -0.72
H 4.02 1.68 1.42
H -0.46 2.64 0.85
H 3.76 0.18 2.36
H 3.47 -1.54 -1.79
H 4.34 -2.89 -1.03
H 5.14 -1.32 -1.25
H 1.84 2.81 0.25
H 1.55 -1.49 -0.02
H 1.34 0.26 1.84
H 1.73 1.19 -0.48
H -4.99 -0.63 -1.24
H -4.78 2.80 1.26
H -4.09 -1.47 -3.12
H 1.85 1.82 2.50
H -2.34 2.72 1.21
H 2.33 -3.02 0.40
H -3.02 -2.88 -3.08
H 2.02 -1.83 1.66
H -4.15 -2.62 -1.75
H 4.39 -1.68 1.12
H -6.10 1.12 0.02
*
```

***

Entry 4:
This record from the OMol25 dataset describes a 8-piece molecular cluster, C22H58N2O8 overall at a distorted geometry. The level of theory is wB97M-V/def2-TZVPD.

Summary:
total energy: -1583.913344 a.u.
HOMO (alpha / beta): -10.3 / -10.3 eV
lowest unoccupied orbital energy (alpha / beta): -2.9 / -7.1 eV

Geometry as ORCA input:
```
! RIJCOSX wB97M-V def2-TZVPD def2/J DEFGRID3
* xyz 1 2
O -2.48 4.68 2.57
O -3.78 0.38 -2.52
O 0.90 3.35 -5.09
O -3.11 3.65 -2.19
O -1.03 2.09 -1.06
O 0.79 -1.32 3.01
O 1.64 2.94 -0.59
O -0.10 -0.90 -2.32
N 0.96 0.04 3.51
N 0.35 -2.26 -2.61
C 0.32 2.82 -3.86
C -0.76 1.11 2.10
C 1.93 0.07 4.62
C 1.79 -3.78 -4.06
C 0.48 -4.72 -2.18
C 0.81 2.31 5.33
C -4.59 -0.54 -1.78
C 1.53 -0.69 5.92
C -0.29 -3.38 -1.92
C 0.05 2.27 4.02
C 3.32 -0.45 4.06
C -0.09 -3.16 -0.35
C -0.01 -2.37 -5.05
C -1.91 4.75 1.29
C 1.00 -2.42 -3.94
C -1.45 0.22 4.34
C 2.11 -1.39 -4.04
C 2.14 1.51 5.07
C -1.78 -3.53 -2.34
C -0.25 0.87 3.50
C 0.95 -4.94 -3.66
C 2.57 2.32 0.29
H -1.12 -0.71 4.80
H -0.02 1.54 1.43
H 0.05 -5.11 -4.24
H 2.86 2.04 4.44
H -4.67 -1.44 -2.41
H 0.86 -1.48 5.58
H -4.19 -0.85 -0.82
H -0.80 -1.72 -4.68
H 4.02 -0.43 4.89
H 2.39 -1.15 6.42
H -1.47 1.25 -1.17
H -2.46 4.55 0.38
H -3.52 4.48 -2.44
H 0.76 2.59 -0.40
H 0.71 2.79 3.33
H -0.53 -2.26 0.08
H 0.71 3.24 -2.93
H 1.31 -4.92 -1.50
H -1.89 -3.82 -3.38
H -2.31 -0.10 3.75
H 1.40 -5.92 -3.85
H 2.66 1.25 0.15
H -0.82 2.90 4.18
H 0.40 1.75 -3.70
H 0.89 -3.08 0.11
H 3.16 -1.47 3.71
H -1.59 2.72 -1.51
H 0.22 -1.93 -6.02
H -1.72 4.85 3.14
H 1.49 -1.30 2.35
H 2.19 2.48 1.30
H 1.16 2.58 -5.60
H -5.60 -0.14 -1.79
H -1.51 1.89 2.20
H 2.95 -1.59 -3.38
H 0.99 3.36 5.52
H -2.93 -0.04 -2.66
H -0.75 3.01 -3.82
H 2.42 -1.17 -5.06
H -1.11 0.20 1.60
H 0.17 1.94 6.14
H 0.84 -0.25 6.64
H -1.07 4.07 1.15
H -3.84 3.06 -2.01
H -2.34 -4.34 -1.87
H -0.77 -3.93 0.00
H -1.43 5.72 1.16
H -0.50 -3.32 -5.22
H 0.62 -0.62 -1.74
H 3.55 0.28 3.28
H 1.76 -0.39 -3.78
H 3.52 2.85 0.23
H -1.88 0.92 5.05
H 2.54 1.43 6.08
H 2.12 -3.93 -5.08
H -2.42 -2.65 -2.30
H 2.75 -3.66 -3.55
H -0.22 -5.55 -2.26
*
```